Density functional theory data (ωB97M-V with the def2-TZVPD basis set) for a molecular structure, C26H33N5O2S3Zr.

Summary:
**Kohn-Sham gap**: 7.283 eV
**LUMO energy**: -6.55 eV
**Molecular weight**: 635.01 g/mol
**Energy**: -72817.781 eV
**HOMO**: -13.8 eV

Structure (ORCA input):
```
! wB97M-V def2-TZVPD RIJCOSX def2/J DEFGRID3
* xyz 2 1
Zr -0.2260 -0.3086 0.1045
C 0.0784 2.2211 2.9034
C 0.9446 3.0729 1.9968
S 0.7874 2.6281 0.2442
C 2.5060 2.7075 -0.2882
C 3.4302 1.6889 0.3688
S 2.7254 0.0235 0.3748
C 2.9274 -0.4937 2.0979
C 2.0946 0.2601 3.1246
S 0.3197 0.4397 2.7458
H 0.2488 2.4781 3.9486
H -0.9785 2.3663 2.6907
H 0.6347 4.1124 2.0974
H 1.9948 3.0203 2.2748
H 2.4692 2.5673 -1.3696
H 2.8702 3.7186 -0.1093
H 4.3765 1.6426 -0.1663
H 3.6496 1.9527 1.4019
H 2.6880 -1.5520 2.1040
H 3.9852 -0.3997 2.3426
H 2.1560 -0.2668 4.0755
H 2.4742 1.2661 3.2875
N 1.0061 -2.0638 -1.2600
C 0.9187 -2.7143 0.0200
O 0.6404 -1.8575 0.9877
C 1.0260 -4.0379 0.2150
C 1.3106 -4.8861 -0.9065
N 1.4909 -5.4887 -1.8688
C 0.7625 -4.5621 1.5258
N 0.5194 -4.8972 2.5978
H 0.6876 -2.6900 -1.9967
H 1.9769 -1.8278 -1.4638
C -2.1561 3.2662 -3.0840
C -1.1670 2.2669 -2.9511
C -1.1437 1.5061 -1.8232
C -2.0524 1.6958 -0.7384
C -1.9480 0.9619 0.4923
C -2.8960 1.1852 1.4599
C -3.9318 2.1287 1.2822
C -3.9969 2.8678 0.1340
C -3.0518 2.6793 -0.9048
C -3.0763 3.4559 -2.0947
H -2.1814 3.8693 -3.9818
H -0.4559 2.1011 -3.7505
H -0.3659 0.7385 -1.7918
H -2.8546 0.6418 2.3993
H -4.6647 2.2771 2.0652
H -4.7752 3.6116 0.0028
H -3.8428 4.2146 -2.2031
C -3.1151 -1.8489 -2.8016
N -3.5627 -2.3328 -1.4919
C -4.8180 -3.0964 -1.4464
C -5.4214 -3.0107 -0.0635
C -4.3827 -3.4368 0.9472
N -3.1471 -2.6497 0.7775
C -2.3444 -2.5114 1.9912
C -2.7925 -2.1863 -0.4182
O -1.6582 -1.5678 -0.5913
H -3.9969 -1.6197 -3.3938
H -2.5323 -2.6075 -3.3260
H -2.5278 -0.9444 -2.6985
H -4.6216 -4.1340 -1.7258
H -5.4835 -2.6720 -2.1937
H -6.2928 -3.6589 0.0027
H -5.7436 -1.9878 0.1409
H -4.1444 -4.4979 0.8477
H -4.7308 -3.2704 1.9645
H -2.9398 -2.0187 2.7585
H -1.4452 -1.9349 1.8289
H -2.0357 -3.4908 2.3565
*
```

---

Density functional theory data (ωB97M-V with the def2-TZVPD basis set) for 2 unconnected molecules or ions with the total composition C11H22O2P.

Summary:
**Kohn-Sham gap (spin up / spin down)**: 4.708 / 5.647 eV
**LUMO energy (spin up / spin down)**: 3.28 / 3.28 eV
**Molecular weight**: 217.27 g/mol
**Energy**: -25147.243 eV
**HOMO (spin up / spin down)**: -1.4 / -2.4 eV

Structure (ORCA input):
```
! wB97M-V def2-TZVPD RIJCOSX def2/J DEFGRID3
* xyz -1 1
C -2.8363 -0.7783 2.6346
C -1.7042 -0.6779 1.9614
C 5.4870 -0.9743 -1.1631
C -2.6669 1.6305 -1.2376
C -4.8806 0.4994 -0.9026
C -1.5036 -0.7816 0.4839
C 5.0284 -0.4644 0.1997
C -2.7716 -0.7408 -0.3650
C 3.6602 0.2006 0.1399
C 3.1626 0.6695 1.4684
C -3.4477 0.6371 -0.3835
O 0.0424 2.6696 0.5852
O 2.0763 1.4818 1.3801
P 1.1077 1.7473 0.1047
H -2.8642 -0.6763 3.7086
H -3.7910 -0.9460 2.1604
H 4.8381 -1.7783 -1.5056
H 5.4481 -0.1734 -1.8979
H 6.5078 -1.3523 -1.1181
H -2.4817 1.2221 -2.2305
H -3.2283 2.5564 -1.3472
H -1.7120 1.8753 -0.7795
H -4.8811 0.0621 -1.8998
H -5.3669 1.4717 -0.9556
H -5.4706 -0.1396 -0.2476
H -0.9691 -1.7174 0.2839
H -0.8237 0.0271 0.1896
H 4.9874 -1.2961 0.9078
H 5.7589 0.2559 0.5775
H -3.4766 -1.4872 0.0106
H -2.5183 -1.0208 -1.3912
H 3.6720 1.0638 -0.5659
H 2.9150 -0.4924 -0.2786
H -0.7835 -0.4981 2.5019
H 3.9067 1.1228 2.1261
H -3.4811 1.0176 0.6400
*
```

---

Density functional theory data (ωB97M-V with the def2-TZVPD basis set) for 2 unconnected molecules or ions with the total composition C5H8N.

Summary:
**Kohn-Sham gap (spin up / spin down)**: 7.154 / 7.157 eV
**LUMO energy (spin up / spin down)**: -6.53 / -6.53 eV
**Molecular weight**: 82.13 g/mol
**Energy**: -6791.931 eV
**HOMO (spin up / spin down)**: -13.7 / -13.7 eV

Structure (ORCA input):
```
! wB97M-V def2-TZVPD RIJCOSX def2/J DEFGRID3
* xyz 1 1
C 0.4920 -1.1415 -0.8696
C 0.1350 -0.3194 -0.0478
C 0.0323 0.3788 2.2317
C 1.0786 -2.1549 -1.7780
C -1.4449 2.2547 -0.0035
N -0.2573 0.4100 0.9881
H -0.3931 0.8283 3.0248
H 0.8683 -0.2740 2.5301
H 0.7371 -3.1076 -1.4054
H 0.8244 -1.8233 -2.7604
H 2.1634 -1.9244 -1.8222
H -2.3598 2.2225 0.5547
H -1.1889 1.6210 -0.8337
H -0.6872 3.0298 0.1912
*
```

---

Density functional theory data (ωB97M-V with the def2-TZVPD basis set) for CH5N2P in the gas phase.

Summary:
**SMILES string**: C/N=P/N
**Kohn-Sham gap (spin up / spin down)**: 9.235 / 9.234 eV
**LUMO energy (spin up / spin down)**: 0.63 / 0.63 eV
**Molecular weight**: 76.04 g/mol
**Energy**: -13385.983 eV
**HOMO (spin up / spin down)**: -8.6 / -8.6 eV

Structure (ORCA input):
```
! wB97M-V def2-TZVPD RIJCOSX def2/J DEFGRID3
* xyz 0 1
C 0.1523 -1.4882 0.5902
N 0.0097 -0.1949 0.1049
P 0.5029 1.2183 0.6177
N -0.2012 1.9534 -0.7285
H -0.9428 -1.8845 0.6207
H 0.5714 -2.0035 -0.2710
H 0.7055 -1.5793 1.5164
H -0.3468 2.8841 -1.1640
H -0.4510 1.0945 -1.2865
*
```

---

Density functional theory data (ωB97M-V with the def2-TZVPD basis set) for a molecular structure, C24H41CeN2O3SSi2.

Summary:
**Kohn-Sham gap (spin up / spin down)**: 6.670 / 6.668 eV
**LUMO energy (spin up / spin down)**: 0.21 / 0.21 eV
**Molecular weight**: 633.96 g/mol
**Energy**: -74199.241 eV
**HOMO (spin up / spin down)**: -6.5 / -6.5 eV

Structure (ORCA input):
```
! wB97M-V def2-TZVPD RIJCOSX def2/J DEFGRID3
* xyz 0 2
Ce 0.3893 0.4241 -0.4171
C 2.5145 -2.4885 1.1108
O 1.8862 -1.2183 1.2574
C 1.8853 -0.7772 2.6089
C 0.5321 -0.1290 2.9211
O 0.2739 1.0228 2.1328
C 0.6826 2.2790 2.6567
C 2.0531 2.7591 2.1343
O 2.2219 2.3309 0.7940
C 3.1127 3.1812 0.0741
H 1.9746 -3.2559 1.6715
H 3.5515 -2.4405 1.4547
H 2.4907 -2.7391 0.0528
H 2.7062 -0.0589 2.7622
H 2.0336 -1.6275 3.2856
H 0.4731 0.1191 3.9882
H -0.2632 -0.8380 2.6494
H 0.6847 2.2536 3.7524
H -0.0833 2.9786 2.3076
H 2.8869 2.3831 2.7487
H 2.0663 3.8587 2.1787
H 2.7120 4.1977 0.0297
H 3.1863 2.7666 -0.9338
H 4.1043 3.2072 0.5410
C -0.2506 3.6629 -0.8789
Si -2.0472 3.0787 -0.4731
C -3.1680 3.8719 -1.8161
C -2.5794 3.8614 1.2164
N -1.8045 1.3919 -0.4153
C -2.7596 0.4749 0.0174
C -4.0934 0.8385 0.1967
C -5.0487 -0.0422 0.6740
C -4.6734 -1.3270 1.0138
C -3.3642 -1.7286 0.8152
C -2.3973 -0.8843 0.2777
N -1.1214 -1.3605 -0.0457
Si -0.9077 -2.9730 -0.5684
C 0.5606 -2.8251 -1.8124
C -2.3702 -3.7736 -1.5167
C -0.4487 -4.2768 0.7887
H -0.2311 4.6356 -1.3585
H 0.2355 2.9523 -1.5683
H 0.3375 3.7389 0.0319
H -2.8985 4.9069 -2.0056
H -4.2166 3.8540 -1.5354
H -3.0764 3.3316 -2.7528
H -2.1334 4.8336 1.4041
H -2.3155 3.2009 2.0392
H -3.6557 3.9960 1.2577
H -4.3805 1.8417 -0.0846
H -6.0767 0.2809 0.7709
H -5.3962 -2.0278 1.4057
H -3.0730 -2.7383 1.0617
H 0.1800 -2.7363 -2.8261
H 1.2308 -3.6789 -1.7906
H 1.1570 -1.9194 -1.6071
H -3.0112 -3.0007 -1.9276
H -2.9855 -4.3773 -0.8584
H -2.0462 -4.4170 -2.3291
H -0.0259 -3.8177 1.6763
H 0.2586 -5.0119 0.4174
H -1.3327 -4.8166 1.1080
S 2.3249 0.8275 -2.3382
C 3.4897 -0.3552 -1.7422
C 4.1317 -0.2090 -0.5109
C 5.1270 -1.0956 -0.1434
C 5.4881 -2.1422 -0.9767
C 4.8329 -2.3052 -2.1877
C 3.8511 -1.4165 -2.5734
H 3.8631 0.6059 0.1467
H 5.6329 -0.9741 0.8053
H 6.2749 -2.8226 -0.6882
H 5.0852 -3.1270 -2.8391
H 3.3446 -1.5241 -3.5205
*
```

---

Density functional theory data (ωB97M-V with the def2-TZVPD basis set) for a molecular structure, C30H26Cl2N5O10S4Ti.

Summary:
**Kohn-Sham gap**: 5.408 eV
**LUMO energy**: 0.86 eV
**Molecular weight**: 863.60 g/mol
**Energy**: -150962.041 eV
**HOMO**: -4.5 eV

Structure (ORCA input):
```
! wB97M-V def2-TZVPD RIJCOSX def2/J DEFGRID3
* xyz -1 1
Ti 10.7323 14.9836 9.4963
C 12.5411 13.0258 15.5963
S 12.4498 12.3442 13.9506
C 12.6621 13.7192 12.8455
S 12.8819 15.2758 13.5512
N 12.6155 13.3066 11.5483
N 12.5522 14.2994 10.6469
C 13.6936 14.3994 9.9635
C 13.7065 15.0957 8.7698
C 14.9138 15.4137 8.1233
C 14.9135 16.2916 7.0281
C 13.6820 16.8048 6.6255
C 12.5001 16.2879 7.1734
N 12.4986 15.5211 8.2874
H 12.5200 12.1832 16.2976
H 13.4682 13.5772 15.7286
H 11.7257 13.7033 15.8956
H 14.5528 13.7793 10.2737
H 15.8263 15.0461 8.5929
H 15.8194 16.5645 6.5025
H 13.6565 17.5019 5.8015
H 11.5537 16.6115 6.8051
O 9.3954 16.4573 13.1295
C 8.2656 15.7080 13.3680
C 7.4099 16.1453 14.4015
C 6.1411 15.6048 14.4861
C 5.6731 14.6584 13.5609
C 6.5728 14.1172 12.6699
C 7.8969 14.5783 12.5580
C 8.9327 14.0540 11.6321
O 9.9716 14.7595 11.3637
N 8.8242 12.7956 11.2703
N 9.9144 12.3906 10.6980
C 10.1410 11.0713 10.5022
S 11.6795 10.4211 10.1595
C 11.3996 8.7181 10.6376
C 9.9610 8.4687 11.0415
S 8.8945 9.9070 10.8526
H 9.8475 15.9759 12.3880
H 7.7160 16.9098 15.1198
H 5.4282 15.9344 15.2182
H 4.6541 14.3564 13.5500
H 6.2348 13.2385 12.1049
H 12.0746 8.5884 11.4986
H 11.7722 8.0969 9.8268
H 9.8398 8.1691 12.0537
H 9.4794 7.6733 10.3814
Cl 5.4020 15.0390 7.8677
C 7.0844 15.0821 7.2418
C 8.0371 15.7459 8.2179
O 7.9909 16.9538 8.3784
O 8.8244 14.8875 8.8427
H 7.0546 15.6663 6.3280
H 7.4063 14.0325 7.0491
O 12.8174 17.3707 10.4587
C 11.7038 17.7313 10.0614
O 10.7347 16.9290 9.6853
C 11.2579 19.2234 10.0412
C 10.0226 19.6620 9.5519
C 9.7086 21.0797 9.5679
C 10.7046 21.9615 9.9752
O 10.7304 23.3279 9.7382
C 12.1007 23.6629 9.8332
O 12.8490 22.5375 10.3855
C 11.9618 21.4816 10.3593
C 12.2561 20.1356 10.4581
H 9.3026 18.9685 9.1226
H 8.7205 21.4664 9.2755
H 12.2044 24.5181 10.5076
H 12.5353 23.8231 8.8127
H 13.2623 19.7684 10.7433
Cl 9.3103 10.8537 6.7786
C 10.8917 11.7414 6.6756
C 10.7002 13.2085 7.1249
O 10.3857 14.1040 6.3684
O 10.9985 13.3275 8.4202
H 11.1777 11.6667 5.6307
H 11.5510 11.2156 7.3205
*
```

---

Let's list energy above the lowest of the compared OMol25 structures with the same formula, charge and spin in order: 21.2; 84.1; 594.1; 56.6; 45.5; 190.7 kJ/mol.